(1)
Density functional theory data (ωB97M-V/def2-TZVPD) for a structure of composition C34H39ClIrO5P at a distorted geometry.

```
81
Properties=species:S:1:pos:R:3:forces:R:3:mulliken_spin:R:1
Ir -0.8336 0.2747 0.1667 -1.290 -0.425 -1.215 -0.025
C -2.0395 2.9586 -0.3172 0.082 0.108 0.138 0.000
O -2.3579 1.5473 -0.4147 0.399 0.095 -0.099 0.000
C -3.5621 1.1402 0.2658 0.066 0.134 0.119 -0.002
C -3.8434 -0.1953 -0.3337 -0.514 0.114 -0.171 0.002
O -2.6531 -1.0135 -0.2494 0.728 0.269 0.538 -0.009
C -2.9170 -2.2720 0.4388 0.172 -0.394 0.167 0.003
C -2.8818 -2.1030 1.9406 -0.040 0.148 -0.425 -0.001
O -1.6176 -1.5468 2.1880 0.421 0.141 0.385 0.002
C -1.2732 -1.4724 3.5620 -0.184 -0.069 0.240 0.002
H -2.8575 3.5347 -0.7457 -0.042 -0.074 0.004 0.000
H -1.8834 3.2212 0.7301 0.016 0.046 -0.057 0.000
H -1.1339 3.1058 -0.8999 0.003 0.029 0.018 0.000
H -3.3715 1.0828 1.3419 0.000 0.120 0.000 0.001
H -4.3398 1.8750 0.0603 -0.104 -0.103 -0.020 0.000
H -4.6710 -0.6826 0.1795 0.050 -0.025 0.009 0.000
H -4.0874 -0.0834 -1.3871 -0.008 -0.114 -0.047 0.000
H -3.8836 -2.6384 0.0962 0.040 -0.002 -0.108 0.000
H -2.1398 -2.9582 0.1086 0.023 0.035 0.004 0.001
H -3.6885 -1.4439 2.2886 0.022 -0.025 0.070 0.000
H -2.9929 -3.0726 2.4344 -0.080 -0.054 -0.076 0.001
H -1.4643 -2.4218 4.0684 0.008 -0.006 -0.034 0.000
H -0.2090 -1.2634 3.6195 0.030 0.068 0.001 -0.001
H -1.8304 -0.6830 4.0743 -0.008 -0.001 -0.026 0.000
Cl 1.7019 1.8011 -0.7440 0.002 0.081 0.160 -0.012
C 1.2520 2.0009 -2.4127 0.083 0.067 -0.147 0.005
C 1.8638 3.0062 -3.1340 0.034 0.050 0.037 0.000
C 1.5752 3.1364 -4.4861 -0.056 -0.059 -0.034 0.000
C 0.6946 2.2547 -5.0962 0.060 0.053 0.029 0.000
C 0.0880 1.2554 -4.3529 -0.151 -0.108 -0.143 -0.001
C 0.3448 1.1166 -2.9869 -0.118 -0.131 0.171 -0.001
P -0.3579 -0.2793 -2.0630 0.117 0.335 0.319 -0.004
C 0.8531 -1.6003 -2.0552 -0.130 0.073 0.213 0.003
C 1.7936 -1.6987 -3.0797 -0.024 0.058 -0.026 -0.001
C 2.6758 -2.7663 -3.0946 0.026 -0.055 0.009 0.000
C 2.6215 -3.7294 -2.0943 0.008 0.048 -0.047 0.000
C 1.6886 -3.6263 -1.0695 -0.008 -0.029 0.038 0.000
C 0.8036 -2.5613 -1.0433 0.056 -0.065 -0.078 0.002
C -1.8048 -0.7909 -3.0041 0.226 -0.038 0.172 0.002
C -2.7324 0.1552 -3.4481 -0.024 0.036 -0.002 0.000
C -3.8159 -0.2505 -4.2074 -0.045 0.000 -0.023 0.000
C -3.9865 -1.5979 -4.5155 0.058 0.005 0.037 0.001
C -3.0666 -2.5387 -4.0697 -0.076 -0.006 -0.042 0.000
C -1.9729 -2.1400 -3.3162 0.010 0.003 0.026 0.002
H 2.5662 3.6710 -2.6501 -0.004 -0.003 -0.001 0.000
H 2.0501 3.9193 -5.0618 0.003 0.005 0.012 0.000
H 0.4809 2.3386 -6.1528 0.006 0.004 0.001 0.000
H -0.5836 0.5671 -4.8505 0.023 0.040 0.042 0.000
H 1.8354 -0.9525 -3.8634 0.017 -0.013 0.005 0.000
H 3.4036 -2.8483 -3.8904 0.001 -0.009 0.006 0.000
H 3.3099 -4.5637 -2.1155 -0.004 0.000 0.006 0.000
H 1.6519 -4.3803 -0.2942 -0.007 -0.003 -0.009 0.000
H 0.0821 -2.4803 -0.2382 0.025 -0.004 0.013 -0.001
H -2.5990 1.2074 -3.2230 0.012 -0.008 -0.017 0.000
H -4.5236 0.4828 -4.5715 0.000 -0.010 -0.004 0.000
H -4.8304 -1.9098 -5.1162 0.002 -0.001 0.002 0.000
H -3.1903 -3.5825 -4.3251 -0.005 0.003 -0.001 0.000
H -1.2445 -2.8740 -2.9943 -0.006 0.004 -0.010 0.000
C 5.0472 1.7221 5.9651 0.033 0.062 0.054 0.011
C 4.0006 1.4225 4.9394 0.113 0.011 0.096 0.002
C 3.7948 0.1595 4.4384 -0.018 -0.164 -0.076 0.288
C 2.7905 -0.1532 3.4480 0.047 -0.058 0.016 0.130
C 2.7344 -1.5689 3.0077 0.026 -0.024 0.017 -0.035
C 1.9370 0.8668 2.9828 0.112 0.039 -0.004 0.064
C 2.1422 2.1735 3.4481 -0.204 -0.152 -0.090 0.155
C 1.3809 3.3713 3.0095 0.089 0.075 -0.032 -0.033
C 3.1737 2.4143 4.4288 0.023 0.104 0.068 0.306
C 0.8764 0.5837 1.9833 0.060 0.066 0.322 0.073
O -0.1198 1.3668 1.8477 -0.049 0.612 -0.023 0.018
O 0.9062 -0.4040 1.2037 -0.012 -0.912 -0.364 -0.001
H 5.6384 0.8427 6.2078 -0.017 -0.017 -0.023 -0.001
H 4.5849 2.0862 6.8840 -0.013 0.004 -0.005 -0.005
H 5.7209 2.5025 5.6095 -0.005 0.004 -0.010 -0.005
H 4.4134 -0.6592 4.7868 -0.019 -0.007 -0.003 -0.008
H 3.5709 -2.1344 3.4088 0.006 -0.001 -0.033 -0.003
H 2.6985 -1.6548 1.9232 0.037 0.011 -0.027 0.021
H 1.8138 -2.0387 3.3711 -0.043 0.024 -0.012 0.032
H 1.1676 3.3563 1.9428 -0.029 0.003 0.020 0.011
H 1.9222 4.2795 3.2657 -0.023 0.003 -0.002 -0.004
H 0.4155 3.3986 3.5270 -0.004 -0.018 -0.013 0.036
H 3.2940 3.4350 4.7755 -0.011 -0.007 -0.006 -0.022
```
Positions in Å, forces in eV/Å.

## Properties
- 2S+1: 2
- F_max: 1.82 eV/A
- ⟨S²⟩: 0.7943
- HOMO level (spin up / spin down): -16.71 / -16.71 eV
- Energy relative to the best compared isomer or geometry (same formula, charge and spin): 198.3 kJ/mol
- Total charge: +3
- Kohn-Sham gap (spin up / spin down): 6.599 / 4.912 eV

=====

(2)
Density functional theory data (ωB97M-V/def2-TZVPD) for a structure of composition C4H7NSi at a distorted geometry.

```
13
Properties=species:S:1:pos:R:3:forces:R:3:nbo_charge:R:1
C -0.2180 0.2386 0.1779 -2.575 1.499 -2.518 -0.469
C 0.1459 0.7999 1.5510 1.988 -0.004 -1.400 -0.142
C 1.2513 0.5713 -0.1361 -0.140 0.814 1.866 0.273
C 1.4454 1.1801 1.2577 -2.622 -2.436 -1.591 -0.301
N 1.9767 0.4962 -1.1268 2.648 -1.380 -1.843 -0.652
Si -1.9879 -1.5421 -0.8958 2.600 2.235 2.276 0.833
H -0.9512 0.9262 -0.4938 1.787 -1.100 1.834 0.209
H -0.4575 0.7902 2.3964 -0.818 0.328 1.540 0.202
H 2.3890 1.5834 1.5742 -0.254 0.348 0.842 0.228
H 3.0341 0.5815 -0.9589 -2.169 0.604 -0.091 0.351
H -1.3807 -2.6567 -1.3792 1.636 -2.261 -0.923 -0.200
H -2.8410 -2.0830 0.0943 -1.176 0.163 0.889 -0.166
H -2.4062 -0.8856 -2.0611 -0.905 1.189 -0.881 -0.167
```
Positions in Å, forces in eV/Å.

## Properties
- 2S+1: 1
- F_max: 4.12 eV/A
- HOMO level (spin up / spin down): -8.26 / -8.26 eV
- Energy relative to the best compared isomer or geometry (same formula, charge and spin): 333.7 kJ/mol
- Kohn-Sham gap (spin up / spin down): 7.983 / 7.984 eV

=====

(3)
Density functional theory data (ωB97M-V/def2-TZVPD) for a structure of composition C17H24CoN8OSe.

```
52
Properties=species:S:1:pos:R:3:forces:R:3:nbo_charge:R:1
Co -0.3773 -0.2135 0.2629 -0.186 0.199 0.234 1.769
C -1.7003 1.8430 1.9063 0.017 -0.064 0.043 -0.252
C -1.4382 0.7565 2.9364 -0.010 0.016 0.004 -0.259
N -0.3842 -0.1683 2.4467 0.089 0.002 -0.029 -0.655
C -0.5552 -1.5738 2.8794 0.003 0.043 -0.033 -0.250
C -1.6435 -2.2573 2.0349 -0.031 -0.072 -0.008 -0.261
N -1.9145 -1.4971 0.7819 0.098 -0.106 -0.505 -0.682
C -3.2098 -0.7404 0.7621 -0.078 -0.044 -0.010 -0.255
C -3.0599 0.6311 0.1252 0.027 -0.020 0.043 -0.256
N -1.7732 1.2824 0.5261 -0.006 -0.007 -0.145 -0.658
H -2.6184 2.3825 2.1422 -0.022 0.032 -0.005 0.258
H -0.8825 2.5641 1.9143 0.008 0.027 -0.035 0.232
H -1.1284 1.2245 3.8706 -0.015 -0.028 0.055 0.266
H -2.3350 0.1842 3.1598 0.004 -0.022 -0.018 0.221
H 0.5203 0.1562 2.7783 -0.003 0.036 0.000 0.422
H 0.4012 -2.0783 2.7469 0.012 0.025 0.008 0.226
H -0.7996 -1.6324 3.9401 0.005 0.012 0.042 0.255
H -1.3149 -3.2618 1.7746 -0.055 -0.020 -0.036 0.254
H -2.5746 -2.3622 2.5892 -0.022 0.018 -0.013 0.245
H -1.9096 -2.1222 -0.0497 0.034 0.047 0.238 0.475
H -3.9446 -1.3067 0.1895 -0.020 -0.056 0.049 0.263
H -3.5896 -0.6692 1.7765 0.038 -0.006 0.035 0.232
H -3.0448 0.5465 -0.9603 0.034 0.021 -0.035 0.234
H -3.9074 1.2618 0.3966 -0.002 0.053 -0.003 0.261
H -1.6318 2.0555 -0.1220 0.032 -0.009 -0.022 0.426
Se -2.1242 -3.5531 -3.2405 -0.155 -0.276 0.201 1.229
N -1.5905 -2.5174 -4.5192 0.121 0.201 -0.015 -0.546
C -1.0397 -1.4439 -3.9660 0.078 0.159 0.145 0.101
C -0.4535 -0.3740 -4.6866 -0.092 -0.161 -0.061 -0.040
C 0.1034 0.6412 -3.9643 0.103 0.143 -0.005 -0.277
C 0.0704 0.6062 -2.5629 -0.124 -0.037 0.080 0.131
N -0.4777 -0.3553 -1.8226 -0.118 -0.213 -0.011 -0.645
C -1.0407 -1.4182 -2.5206 0.189 0.071 -0.260 0.262
N -1.5809 -2.4702 -1.9348 -0.007 0.189 0.190 -0.754
H -0.4503 -0.3858 -5.7702 0.000 -0.022 0.020 0.282
H 0.5825 1.4770 -4.4551 -0.017 0.012 0.033 0.275
H 0.5266 1.4273 -2.0196 -0.016 -0.008 -0.027 0.199
N 3.8700 3.4864 -0.7244 0.083 -0.170 0.095 -0.797
C 4.4904 2.3586 -0.3050 -0.105 0.177 -0.092 0.640
O 5.6792 2.2517 -0.1583 0.062 0.005 -0.013 -0.517
C 3.6412 1.1220 -0.0140 0.041 0.047 0.004 -0.124
C 4.3537 -0.0540 0.2240 0.017 -0.121 0.035 -0.023
C 3.6818 -1.2246 0.5461 0.128 0.020 0.007 -0.212
C 2.3082 -1.1967 0.6185 -0.054 0.081 -0.086 0.051
N 1.6089 -0.0677 0.3842 0.067 -0.074 -0.208 -0.610
C 2.2685 1.0748 0.0716 -0.099 -0.116 0.201 0.041
H 4.4523 4.2933 -0.8948 0.021 0.019 0.008 0.445
H 2.8794 3.6066 -0.8042 -0.009 -0.025 -0.012 0.384
H 5.4357 -0.0164 0.1619 -0.012 0.030 0.008 0.299
H 4.2158 -2.1443 0.7439 -0.009 0.014 -0.014 0.278
H 1.7460 -2.0915 0.8633 -0.024 0.011 -0.049 0.216
H 1.6595 1.9631 -0.0587 -0.021 -0.033 -0.026 0.201
```
Positions in Å, forces in eV/Å.

## Properties
- 2S+1: 5
- F_max: 0.53 eV/A
- ⟨S²⟩: 6.0098
- HOMO level (spin up / spin down): -17.97 / -17.96 eV
- Energy relative to the best compared isomer or geometry (same formula, charge and spin): 26.3 kJ/mol
- Total charge: +3
- Kohn-Sham gap (spin up / spin down): 7.696 / 5.365 eV

=====

(4)
Density functional theory data (ωB97M-V/def2-TZVPD) for a structure of composition C30H29ClN7O10SW.

```
79
Properties=species:S:1:pos:R:3:forces:R:3:mulliken_spin:R:1
W 0.2097 -1.0689 -1.3900 -0.521 0.790 -0.250 1.890
C 3.6577 0.8882 -2.7126 0.011 -0.027 -0.001 0.001
C 2.8331 1.1582 -1.5093 0.003 0.124 -0.104 0.000
N 1.6995 0.5675 -1.2101 -0.051 -0.221 0.201 0.013
C 1.1579 1.1640 -0.0862 0.104 -0.256 0.073 -0.051
C 2.0426 2.1324 0.3294 -0.025 0.151 -0.080 -0.007
N 3.0679 2.1170 -0.6078 -0.055 -0.062 -0.034 0.004
C 2.2172 3.1573 1.3798 -0.023 0.054 -0.041 0.002
O 1.4596 3.1140 2.4686 0.006 0.000 0.006 0.000
O 3.0548 4.0211 1.2405 0.015 -0.020 0.010 0.000
C -0.1064 0.3602 0.1771 0.148 0.093 -0.010 0.031
O 0.0474 0.9070 2.7198 0.004 0.023 -0.011 0.000
O 0.2188 -0.8835 0.6366 0.010 -0.039 -0.131 0.016
H 3.7328 -0.1854 -2.8829 -0.008 -0.002 0.008 -0.004
H 4.6603 1.2995 -2.6064 -0.003 0.004 0.000 0.001
H 3.1747 1.3409 -3.5804 0.000 0.000 -0.001 0.001
H 3.7983 2.8110 -0.6067 0.008 -0.004 -0.005 -0.001
H 0.9643 2.2659 2.5452 0.022 -0.040 0.020 0.000
O 1.8251 -2.3289 -0.9401 0.023 -0.194 0.050 0.002
N 2.5124 -2.8186 -1.8987 0.166 -0.207 0.184 -0.012
N 2.0111 -2.6258 -3.0440 0.139 -0.105 -0.263 0.042
O 0.8785 -1.9853 -3.2266 0.035 0.239 0.145 0.025
C 2.7017 -3.1197 -4.2054 -0.212 0.124 0.240 -0.010
C 2.1667 -2.8093 -5.4424 0.034 -0.015 -0.103 0.011
C 2.8175 -3.2673 -6.5805 -0.030 0.022 0.045 -0.004
C 3.9767 -4.0180 -6.4714 0.039 -0.028 -0.041 0.009
C 4.4938 -4.3188 -5.2170 -0.029 0.021 0.017 -0.005
C 3.8592 -3.8730 -4.0701 0.058 -0.052 -0.045 0.009
H 1.2611 -2.2234 -5.4930 0.002 -0.002 -0.002 0.002
H 2.4094 -3.0330 -7.5547 0.001 0.000 -0.004 0.000
H 4.4787 -4.3733 -7.3621 0.000 0.001 0.000 0.001
H 5.3961 -4.9094 -5.1281 0.003 -0.002 -0.001 0.000
H 4.2436 -4.1050 -3.0884 -0.006 0.005 0.005 0.001
Cl -1.5978 -2.6415 -1.3606 0.095 -0.136 -0.013 0.068
S -1.1041 0.3099 -3.0728 0.045 -0.176 0.162 -0.011
C -0.2310 1.7514 -3.0855 -0.020 0.041 0.029 0.011
N 0.3617 2.7470 -3.1046 0.018 -0.021 -0.017 -0.005
C -2.9029 2.5380 5.1261 -0.001 0.002 -0.004 0.000
C -2.0340 1.4895 4.4802 0.014 -0.002 0.039 0.000
C -1.1553 0.8001 5.2294 -0.021 0.004 -0.026 0.000
C -0.2908 -0.2583 4.7271 0.009 -0.014 -0.019 0.001
C 0.2338 -0.2321 3.5113 0.023 -0.008 0.022 0.003
C -1.2350 1.0204 2.2110 -0.025 0.009 0.063 -0.010
N -1.2752 0.9582 0.8064 -0.071 -0.078 -0.084 -0.006
C -1.8101 2.1205 0.1283 -0.007 0.061 0.011 -0.022
C -1.2074 3.3493 0.3780 0.016 -0.002 0.004 0.002
C -1.5989 4.4927 -0.2923 -0.009 0.001 -0.008 0.000
C -2.6188 4.4207 -1.2288 0.008 -0.007 0.003 0.000
C -3.2609 3.2165 -1.4402 -0.010 0.009 -0.006 0.002
C -2.8853 2.0578 -0.7626 -0.006 -0.017 0.036 0.010
C -3.7890 0.8714 -0.9918 0.032 -0.005 -0.095 -0.003
O -4.8134 0.9786 -1.6179 -0.010 0.010 0.036 -0.001
O -3.4703 -0.2866 -0.4223 -0.002 -0.038 0.022 0.001
C -2.2626 1.2589 3.0419 0.018 -0.011 -0.032 -0.008
C -3.6745 1.3766 2.5298 0.008 0.001 -0.007 -0.001
H -2.6116 2.6928 6.1642 -0.002 -0.001 0.001 0.000
H -3.9577 2.2580 5.1059 0.000 0.002 -0.001 0.000
H -2.8158 3.4892 4.5959 0.003 0.002 0.001 0.000
H -1.1173 1.0070 6.2941 0.001 -0.004 0.002 0.000
H -0.0740 -1.1131 5.3566 0.009 0.006 0.010 0.000
H 0.8350 -0.9942 3.0352 -0.005 -0.002 0.015 -0.003
H -2.5747 -0.2440 -0.0359 0.005 0.018 0.008 -0.011
H -0.4160 3.4064 1.1119 -0.024 0.005 -0.015 0.000
H -1.0923 5.4287 -0.0954 0.000 0.003 0.001 0.000
H -2.9198 5.3002 -1.7827 0.000 0.001 0.000 0.000
H -4.0883 3.1369 -2.1311 0.001 0.000 0.002 0.000
H -3.9327 2.4038 2.2563 -0.001 0.000 0.002 0.000
H -4.3832 1.0448 3.2893 0.000 0.003 0.000 0.000
H -3.8252 0.7517 1.6542 0.000 -0.001 -0.019 0.000
N -1.7195 -3.1111 3.0695 -0.029 -0.035 -0.014 0.000
C -0.9363 -3.6691 1.9582 -0.184 0.055 0.008 0.033
C 0.3955 -4.2105 2.4589 0.016 0.059 0.056 -0.003
O 0.7029 -3.7889 3.6998 0.006 -0.013 -0.005 0.000
O 1.1179 -4.9340 1.8321 -0.015 -0.001 -0.039 0.000
H -2.0959 -2.2029 2.8315 0.019 0.012 0.005 0.001
H -0.1025 -3.2989 3.9850 -0.020 0.010 -0.006 0.000
H -2.4878 -3.7142 3.3284 -0.013 0.016 -0.016 0.000
H -0.7484 -2.8770 1.2328 0.228 -0.106 -0.006 -0.011
H -1.4523 -4.4586 1.4131 0.037 -0.034 0.016 -0.001
```
Positions in Å, forces in eV/Å.

## Properties
- 2S+1: 3
- F_max: 0.98 eV/A
- ⟨S²⟩: 2.0211
- HOMO level (spin up / spin down): -4.29 / -5.25 eV
- Energy relative to the best compared isomer or geometry (same formula, charge and spin): 333.2 kJ/mol
- Total charge: -1
- Kohn-Sham gap (spin up / spin down): 6.538 / 7.305 eV